[1]
109
Properties=species:S:1:pos:R:3 method="wB97M-V/def2-TZVPD" largest_force_ev_per_a=6.10 mol_weight_g_mol=1039.491 e_tot_ev=-149465.5649 relative_energy_kj_mol=62.3 homo_lumo_gap_ev="7.28 / 6.98" homo_energy_ha="-0.399 / -0.398" charge=+1 spin_multiplicity=3
Mo 0.3361 1.7813 0.6209
C 1.7446 -0.8152 3.6695
C 1.6759 0.4064 4.5952
N 0.9463 1.4742 3.9274
C 1.2806 2.8054 4.3817
C 2.6346 3.2299 3.8086
S 2.9201 2.6162 2.1076
C 3.9340 1.1052 2.3647
C 3.3311 -0.2197 1.8932
N 1.9467 -0.4174 2.2823
H 0.8034 -1.3587 3.7291
H 2.5406 -1.4897 4.0197
H 2.6789 0.7592 4.8298
H 1.2066 0.1139 5.5436
H -0.0402 1.2974 4.0404
H 1.3281 2.8850 5.4811
H 0.5044 3.4799 4.0171
H 3.4635 2.8743 4.4172
H 2.7025 4.3148 3.7322
H 4.1764 1.0754 3.4228
H 4.8569 1.2887 1.8132
H 3.9830 -1.0151 2.2974
H 3.3825 -0.2850 0.8026
H 1.5457 -1.1304 1.6818
C -1.0658 5.2198 2.5841
C -0.3511 4.6181 1.4150
O -0.2085 3.3756 1.2337
N 0.1912 5.4771 0.5023
C 0.4265 5.0746 -0.8751
C 1.6711 4.2585 -1.1285
C 2.6084 4.8133 -1.9934
C 3.7363 4.1045 -2.3664
C 3.9035 2.8464 -1.8094
C 2.9375 2.3631 -0.9529
N 1.7962 3.0083 -0.6211
H -1.4459 4.4449 3.2448
H -1.9154 5.8057 2.2266
H -0.3957 5.8793 3.1373
H -0.0799 6.4436 0.6200
H 0.4993 5.9924 -1.4568
H -0.4294 4.5018 -1.2547
H 2.4449 5.8028 -2.3936
H 4.4557 4.5193 -3.0528
H 4.7643 2.2362 -2.0337
H 3.0964 1.3926 -0.5085
C -3.1120 -0.0232 0.9294
C -2.1356 0.3510 2.0594
O -0.8864 0.7475 1.6789
C -2.7781 1.5183 2.8490
F -2.9457 2.5573 2.0236
F -3.9587 1.2230 3.3807
F -2.0059 1.9798 3.8441
C -2.0001 -0.9006 2.9703
F -1.1879 -1.7827 2.3758
F -3.1565 -1.5175 3.2004
F -1.4630 -0.6234 4.1625
H -3.1122 0.7617 0.1760
H -4.1180 -0.1350 1.3308
H -2.8127 -0.9693 0.4857
O 2.4124 -0.8330 -1.5729
C 1.3696 -0.3141 -1.2627
O 1.2005 0.3799 -0.1718
C 0.0870 -0.4048 -2.0732
C -0.8449 -1.3839 -1.3536
Ge -0.8605 -3.2365 -2.1376
C 0.8942 -4.0800 -1.8016
C 1.6548 -3.6979 -0.7041
C 2.8659 -4.3069 -0.4360
C 3.3301 -5.3096 -1.2690
C 2.5733 -5.7138 -2.3554
C 1.3581 -5.1056 -2.6149
C -2.2815 -4.0955 -1.0519
C -2.0263 -4.2788 0.3033
C -2.9952 -4.7962 1.1430
C -4.2343 -5.1460 0.6320
C -4.4915 -4.9854 -0.7188
C -3.5211 -4.4607 -1.5563
C -1.3052 -2.7921 -4.0242
C -0.3932 -2.9736 -5.0558
C -0.6869 -2.5484 -6.3409
C -1.8928 -1.9236 -6.6091
C -2.8062 -1.7253 -5.5871
C -2.5119 -2.1582 -4.3060
H 0.3186 -0.7465 -3.0886
H -1.1659 0.9496 -2.9789
H -1.8685 -1.0264 -1.4904
H -0.6380 -1.3690 -0.2790
H 1.2954 -2.9156 -0.0472
H 3.4498 -4.0020 0.4217
H 4.2787 -5.7819 -1.0652
H 2.9291 -6.5042 -2.9991
H 0.7550 -5.4349 -3.4507
H -1.0541 -4.0176 0.7013
H -2.7855 -4.9334 2.1941
H -4.9940 -5.5483 1.2861
H -5.4509 -5.2749 -1.1206
H -3.7264 -4.3370 -2.6107
H 0.5571 -3.4470 -4.8502
H 0.0291 -2.7046 -7.1340
H -2.1208 -1.5906 -7.6111
H -3.7457 -1.2309 -5.7881
H -3.2339 -1.9986 -3.5152
N -0.5398 0.9023 -2.1764
C -0.8700 1.7103 -1.1387
C -1.9883 2.5122 -1.3537
C -2.8017 2.3061 -2.4877
N -3.4100 2.0731 -3.4348
C -2.3435 3.6007 -0.5509
N -2.6195 4.5582 0.0299

=====

[2]
100
Properties=species:S:1:pos:R:3 method="wB97M-V/def2-TZVPD" largest_force_ev_per_a=2.99 mol_weight_g_mol=914.095 e_tot_ev=-66593.6608 relative_energy_kj_mol=63.1 homo_lumo_gap_ev=5.80 homo_energy_ha=-0.235
Pb -0.4934 0.1314 -0.0221
C 0.6214 0.2517 4.6023
C 1.8329 0.7038 3.7547
C 1.5940 1.2472 2.3293
N 1.2809 0.0833 1.5000
C 2.1934 -0.7994 1.0800
C 3.6055 -0.5424 1.1659
C 4.6869 -1.2792 0.6848
C 4.7833 -2.5929 0.2043
C 3.7401 -3.4899 0.1349
C 2.3946 -3.2961 0.4278
C 1.6169 -2.1304 0.7172
N 0.3317 -2.1544 0.7833
C -0.3719 -3.3910 0.9036
C -1.0235 -3.9006 -0.3636
C -2.0219 -2.9597 -1.1444
N -2.7097 -1.9888 -0.2892
C -3.3205 -2.2126 0.9099
C -3.8787 -3.3835 1.3271
C -4.3153 -3.7079 2.6630
C -4.7157 -2.9261 3.6640
C -4.8287 -1.4730 3.6689
C -4.1319 -0.7055 2.7943
C -3.0521 -1.1098 1.9115
N -1.8498 -0.6499 1.9551
C -1.3566 0.1130 3.1025
C -0.3486 -0.6946 3.9225
H 0.0741 1.1254 4.9467
H 0.9796 -0.1667 5.5510
H 2.5972 -0.0999 3.6304
H 2.3801 1.4773 4.3181
H 2.4661 1.8181 1.9867
H 0.7029 1.8834 2.2953
H 3.7455 0.4361 1.6349
H 5.6145 -0.7622 0.7553
H 5.7750 -3.0049 -0.0105
H 3.9036 -4.5159 -0.1740
H 1.8182 -4.2306 0.2344
H -1.1502 -3.1898 1.6470
H 0.2248 -4.1864 1.3377
H -1.5686 -4.7917 -0.1202
H -0.2604 -4.1804 -1.1367
H -2.7118 -3.6157 -1.6994
H -1.4223 -2.3684 -1.8471
H -3.7980 -4.1774 0.5765
H -4.5049 -4.7717 2.8447
H -5.1187 -3.4256 4.5386
H -5.4399 -0.9689 4.3801
H -4.2772 0.3522 2.7795
H -2.1015 0.4537 3.7827
H -0.8452 0.9733 2.6696
H 0.1636 -1.4117 3.2478
H -0.9328 -1.2891 4.6337
O 5.3144 1.4866 -6.4659
N 5.6224 1.8466 -5.3254
O 6.7771 2.1574 -5.0128
C 4.5791 1.9552 -4.2825
C 4.3128 3.1199 -3.6962
C 3.2569 3.1722 -2.7402
C 2.9901 4.4226 -2.1213
C 1.9575 4.4134 -1.1734
C 1.2365 3.2197 -0.9403
N 1.4529 2.0612 -1.5440
C 2.5045 2.0356 -2.4175
C 2.8797 0.7343 -3.0052
N 2.2340 -0.3710 -2.5844
C 2.6202 -1.5396 -3.0891
C 3.6119 -1.6398 -4.0727
C 4.2382 -0.5306 -4.5074
C 3.8940 0.7070 -3.9778
H 4.8206 4.0530 -3.9717
H 3.5182 5.3138 -2.3674
H 1.7544 5.2998 -0.5823
H 0.3778 3.2809 -0.2773
H 2.0165 -2.3757 -2.7019
H 3.8663 -2.5828 -4.4908
H 5.0019 -0.5564 -5.2720
C -2.0180 0.4087 -3.2214
N -2.6259 0.9881 -2.0257
C -4.0775 0.8172 -2.0085
C -2.2232 2.3923 -1.7837
C -2.4826 2.8059 -0.3491
C -3.6235 3.5850 -0.1137
C -4.0460 3.8568 1.1840
C -3.1934 3.5054 2.2289
C -1.9756 2.8461 1.9822
C -1.6741 2.3471 0.6809
H -2.2472 -0.6799 -3.3351
H -0.9008 0.4646 -3.1665
H -2.3162 0.9732 -4.1274
H -2.7280 -1.0267 -0.6224
H -4.6326 1.2887 -2.8560
H -4.4797 1.2411 -1.0629
H -4.3719 -0.1977 -2.0407
H -2.6841 3.0455 -2.5375
H -1.1455 2.4380 -1.9814
H -4.2709 3.8880 -0.9383
H -4.9447 4.3960 1.4090
H -3.4080 3.8142 3.2528
H -1.3451 2.6139 2.8617

=====

[3]
124
Properties=species:S:1:pos:R:3 method="wB97M-V/def2-TZVPD" largest_force_ev_per_a=4.51 mol_weight_g_mol=1442.957 e_tot_ev=-220241.3605 homo_lumo_gap_ev=7.00 homo_energy_ha=-0.336
C 2.5690 -0.4932 1.5423
C 3.5235 -1.6893 1.2160
I 3.3104 -3.4216 2.5533
C 4.4364 -1.7094 0.1481
I 5.5757 -3.5866 -0.0655
C 4.6576 -0.4832 -0.8448
B 5.3156 0.7783 -0.0629
O 6.1999 0.5003 1.0517
O 5.0665 2.1594 -0.3291
C 5.9809 -1.0164 -1.6481
O 7.1742 -0.8991 -1.3583
N 5.5651 -1.6378 -2.9047
C 4.0848 -1.6164 -3.0039
Br 3.8531 -1.4651 -5.0138
C 3.2489 -2.9453 -2.7278
C 3.8677 -4.2231 -3.5171
O 4.0714 -5.3683 -2.6724
Si 2.6241 -6.2300 -2.2980
C 2.8772 -8.1195 -2.6325
C 2.2848 -5.9801 -0.4181
C 1.0731 -5.7166 -3.2796
C 3.7479 -0.2838 -2.1402
C 2.2370 -0.3933 -1.6406
C 1.1042 -0.3663 -2.7523
C -0.2073 -1.1815 -2.2591
C -1.1488 -0.3292 -1.2994
S -2.3247 0.7426 -2.2429
O -1.9029 0.8731 -3.6743
O -3.7333 0.2624 -2.0921
Cl -2.2124 2.6244 -1.3028
C 3.7473 1.0730 -2.9607
C 5.1272 1.6977 -3.4203
O 5.0107 3.1394 -3.2112
C 5.5246 1.5378 -4.9544
F 4.4763 1.5498 -5.8627
F 6.4165 0.4613 -5.1521
F 6.3055 2.6752 -5.2823
H 2.8325 0.5210 1.1341
H 1.4974 -0.7178 1.1981
H 2.4951 -0.4078 2.6819
H 6.9959 1.0563 0.8942
H 4.2595 2.3993 0.1852
H 6.0347 -2.5497 -2.8362
H 3.0314 -3.1683 -1.6410
H 2.2275 -2.7867 -3.2233
H 4.8963 -3.9590 -3.9488
H 3.2265 -4.4376 -4.4426
H 1.9978 -8.6284 -2.1066
H 3.8676 -8.5062 -2.2471
H 2.7933 -8.3701 -3.7456
H 3.2857 -5.8081 0.0983
H 1.8116 -6.9504 -0.0548
H 1.5905 -5.0843 -0.3368
H 1.0356 -6.2394 -4.2971
H 0.1637 -6.0625 -2.6918
H 0.9573 -4.6065 -3.4716
H 2.0176 -1.2915 -0.9755
H 2.0559 0.5214 -0.9688
H 0.7426 0.6924 -2.9423
H 1.3767 -0.8091 -3.7548
H 0.1608 -2.1580 -1.8142
H -0.7743 -1.4469 -3.2159
H -0.4703 0.3611 -0.6956
H -1.6950 -1.0286 -0.6004
H 3.0786 1.0389 -3.8906
H 3.2398 1.8491 -2.2870
H 6.0438 1.4097 -2.8210
H 4.1033 3.3974 -3.4797
C 5.1634 4.9667 4.0581
C 4.9054 4.0588 3.1133
C 3.6277 4.0854 2.3391
O 3.4292 3.2517 1.4681
C 2.6484 5.1224 2.6639
C 2.9064 6.0275 3.6112
C 4.1925 6.0190 4.3662
O 4.3979 6.8719 5.2095
O 2.0103 6.9919 3.9258
O 5.7965 3.0777 2.8208
H 6.0845 4.9612 4.6249
H 1.7206 5.1195 2.1081
H 2.4314 7.5164 4.6339
H 5.3888 2.5492 2.1074
C -5.3939 3.5656 1.2204
C -5.6690 2.6593 0.2783
C -6.9469 2.7012 -0.4908
O -7.1562 1.8698 -1.3558
C -7.9110 3.7540 -0.1636
C -7.6375 4.6572 0.7799
C -6.3493 4.6326 1.5298
O -6.1277 5.4854 2.3718
O -8.5212 5.6375 1.0969
O -4.7980 1.6649 -0.0191
H -4.4707 3.5483 1.7838
H -8.8395 3.7618 -0.7156
H -8.0899 6.1569 1.8017
H -5.2237 1.1462 -0.7305
C 0.7202 -4.4142 8.5284
C 0.9402 -4.9613 7.3310
C 2.0407 -4.4811 6.4465
O 2.2223 -5.0183 5.3679
C 2.8646 -3.3652 6.9177
C 2.6425 -2.8156 8.1139
C 1.5596 -3.3137 9.0099
O 1.3995 -2.7986 10.1014
O 3.3932 -1.7807 8.5651
O 0.1720 -5.9789 6.8677
H -0.0730 -4.7546 9.1801
H 3.6481 -3.0148 6.2592
H 3.0368 -1.5678 9.4486
H 0.5324 -6.1960 5.9871
C -12.8548 2.9493 -3.5543
C -11.7645 2.6941 -2.8272
C -11.7742 2.8192 -1.3410
O -10.7644 2.5595 -0.7114
C -13.0135 3.2595 -0.6956
C -14.1024 3.5179 -1.4231
C -14.1010 3.3667 -2.9067
O -15.1198 3.5943 -3.5339
O -15.2572 3.9288 -0.8432
O -10.6014 2.3088 -3.4101
H -12.8619 2.8604 -4.6322
H -13.0019 3.3632 0.3810
H -15.8890 4.0456 -1.5781
H -9.9685 2.1843 -2.6758

=====

[4]
98
Properties=species:S:1:pos:R:3 method="wB97M-V/def2-TZVPD" largest_force_ev_per_a=4.34 mol_weight_g_mol=928.798 e_tot_ev=-133925.9157 relative_energy_kj_mol=0.0 homo_lumo_gap_ev=6.13 homo_energy_ha=-0.596 charge=+3
Ta -0.9128 -0.2625 -0.9923
C -2.9753 -0.2006 -5.0924
C -1.4901 -0.0780 -5.2217
C -0.9013 -0.4581 -6.4201
C 0.4675 -0.3835 -6.6059
C 1.2822 0.0575 -5.5712
C 0.7451 0.4292 -4.3512
C 1.5983 1.0190 -3.2761
C -0.6558 0.3795 -4.1800
N -1.1819 0.8523 -2.9644
C -1.9518 1.9066 -2.9293
C -2.2233 2.7779 -4.0955
C -2.4839 2.2800 -1.6193
C -3.2247 3.5549 -1.4806
N -2.2807 1.4297 -0.6473
C -2.5649 1.8226 0.6932
C -1.7765 2.8363 1.2773
C -0.6517 3.4883 0.5326
C -2.0492 3.1984 2.5891
C -3.0614 2.5857 3.3076
C -3.8255 1.5936 2.7208
C -3.5970 1.1937 1.4106
C -4.5176 0.1954 0.7755
H -3.3050 -1.1175 -5.5792
H -3.4543 0.6231 -5.6256
H -3.3253 -0.2036 -4.0599
H -1.5444 -0.7945 -7.2198
H 0.8947 -0.6607 -7.5558
H 2.3451 0.1598 -5.7295
H 2.6408 0.9931 -3.5743
H 1.4933 0.4792 -2.3296
H 1.3171 2.0579 -3.1016
H -1.6343 2.4778 -4.9574
H -1.9881 3.8144 -3.8515
H -3.2781 2.7605 -4.3718
H -4.0184 3.6091 -2.2274
H -2.5709 4.4084 -1.6729
H -3.6575 3.6686 -0.4893
H -0.2935 2.8674 -0.2929
H 0.1779 3.6643 1.2129
H -0.9542 4.4632 0.1482
H -1.4742 3.9852 3.0492
H -3.2587 2.8868 4.3224
H -4.6342 1.1467 3.2750
H -4.8517 -0.5268 1.5185
H -4.0678 -0.3311 -0.0679
H -5.4139 0.6996 0.4074
Br -1.1476 -1.5582 1.4221
C -1.0561 -3.4244 0.8641
C -0.8033 -4.4255 1.7811
C -0.7307 -5.7333 1.3162
C -0.9155 -6.0115 -0.0302
C -1.1509 -4.9917 -0.9425
C -1.2195 -3.6815 -0.4947
C -1.3378 -2.4600 -1.3340
O -2.3377 -1.7140 -1.2742
O -0.2830 -1.9979 -1.8424
H -0.6859 -4.1963 2.8273
H -0.5552 -6.5360 2.0182
H -0.8885 -7.0307 -0.3829
H -1.3116 -5.2100 -1.9881
C 0.2734 1.1165 3.9008
C 1.2632 -0.0489 4.0539
C 0.5227 -1.2794 4.5996
C 2.3380 0.3378 5.0867
Si 2.2019 -0.3517 2.3807
O 0.3772 0.5337 -0.2614
C 2.5933 -2.0895 1.7525
C 3.2273 -3.0114 2.5991
C 3.7163 -4.2068 2.1044
C 3.6053 -4.4981 0.7539
C 2.9506 -3.6149 -0.0939
C 2.4440 -2.4259 0.3987
C 3.2794 1.0517 1.7559
C 2.7899 2.0932 0.9589
C 3.6140 3.1337 0.5787
C 4.9402 3.1539 0.9805
C 5.4432 2.1248 1.7641
C 4.6258 1.0828 2.1563
H -0.2480 1.2702 4.8422
H -0.4730 0.9059 3.1345
H 0.7920 2.0370 3.6438
H 0.2404 -1.0797 5.6314
H 1.1479 -2.1693 4.5921
H -0.3968 -1.4842 4.0584
H 1.8438 0.6201 6.0124
H 2.9541 1.1735 4.7692
H 2.9920 -0.5005 5.3063
H 3.3566 -2.7841 3.6466
H 4.2032 -4.8965 2.7759
H 4.0386 -5.4019 0.3580
H 2.8497 -3.8471 -1.1449
H 1.9422 -1.7329 -0.2734
H 1.7642 2.0660 0.6331
H 3.2211 3.9326 -0.0319
H 5.5764 3.9747 0.6917
H 6.4769 2.1352 2.0721
H 5.0240 0.3020 2.7869